P.
# C2H4N4OS

The molecule C2H4N4OS (ωB97M-V/def2-TZVPD, OMol25).

Results
HOMO-LUMO gap = 8.69 eV
multiplicity = 1
highest occupied orbital energy = -8.324 eV
lowest unoccupied orbital energy = 0.3680 eV
SMILES string = [H]/N=c1\n(S)cnn1O

Geometry as XYZ:
```
12
Properties=species:S:1:pos:R:3:mulliken_charge:R:1
C 1.00 1.16 0.25 -0.10
C -0.25 -0.72 -0.07 0.58
H -1.77 1.18 1.94 0.17
H 1.25 2.14 0.48 0.45
H 0.74 -2.23 -1.42 0.37
H -2.00 -1.18 -0.31 0.21
N -0.30 0.62 0.31 -0.11
N 1.86 0.24 -0.13 -0.67
N 1.15 -0.87 -0.25 0.53
N -1.09 -1.63 -0.39 -0.79
O 1.59 -1.90 -1.02 -0.48
S -1.68 1.51 0.61 -0.17
```

Q.
# C2H4N4OS

The molecule C2H4N4OS (ωB97M-V/def2-TZVPD, OMol25).

Results
HOMO-LUMO gap = 9.31 eV
multiplicity = 1
highest occupied orbital energy = -8.810 eV
lowest unoccupied orbital energy = 0.5026 eV
SMILES string = [H]/N=c1\c(O)n[nH]n1S

Geometry as XYZ:
```
12
Properties=species:S:1:pos:R:3:mulliken_charge:R:1
C 1.18 -0.32 -0.03 0.49
C 0.01 0.58 -0.14 0.58
H 2.49 1.02 -0.30 0.29
H -0.83 -2.30 -0.67 0.26
H -2.61 0.23 1.30 0.15
H 0.75 2.33 0.09 0.19
N 0.86 -1.55 0.03 -0.55
N -0.51 -1.63 0.05 -0.10
N -1.02 -0.33 -0.31 0.02
N -0.13 1.85 -0.07 -0.71
O 2.45 0.11 0.06 -0.49
S -2.65 0.01 -0.02 -0.13
```

It turns out Q is the most stable, with the second structure 0.0269 hartree higher.

P.
# C2H2FNO

A cluster of 2 separate species, C2H2FNO in total (ωB97M-V/def2-TZVPD, OMol25).

Results
HOMO-LUMO gap = 8.95 eV
multiplicity = 1
highest occupied orbital energy = -9.276 eV
lowest unoccupied orbital energy = -0.3287 eV

Geometry as XYZ:
```
7
Properties=species:S:1:pos:R:3:mulliken_charge:R:1
C 0.21 -0.16 0.59 0.00
C -0.79 -0.26 -0.35 0.33
N -1.00 -0.46 1.03 -0.41
O -1.17 1.71 -0.81 -0.42
F -1.83 2.19 0.29 -0.15
H 1.31 -0.05 0.75 0.29
H -1.03 -0.39 -1.43 0.36
```

Q.
# C2H2FNO

A cluster of 3 separate species, C2H2FNO in total (ωB97M-V/def2-TZVPD, OMol25).

Results
HOMO-LUMO gap (alpha / beta) = 9.21 / 8.03 eV
multiplicity = 1
highest occupied orbital energy (alpha / beta) = -9.631 / -8.612 eV
lowest unoccupied orbital energy (alpha / beta) = -0.4259 / -0.5816 eV

Geometry as XYZ:
```
7
Properties=species:S:1:pos:R:3:mulliken_charge:R:1
C 1.87 0.34 0.49 -0.05
C -1.83 -1.08 0.21 0.28
N 1.04 -0.38 0.17 -0.28
O -2.55 -0.21 0.02 -0.03
F -1.81 1.50 0.00 -0.63
H 2.65 1.04 0.62 0.29
H -0.82 -1.57 0.28 0.42
```

It turns out Q is the most stable, with the second structure 0.0945 hartree higher.

P.
# C4H12BN

A structure of composition C4H12BN (ωB97M-V/def2-TZVPD, OMol25).

Results
HOMO-LUMO gap = 9.36 eV
multiplicity = 1
highest occupied orbital energy = -9.066 eV
lowest unoccupied orbital energy = 0.2965 eV

Geometry as XYZ:
```
18
Properties=species:S:1:pos:R:3:mulliken_charge:R:1
B 2.27 1.02 -1.04 0.10
C -2.40 0.29 1.60 -0.96
C 1.44 -0.25 -1.31 -0.51
C -1.62 -0.77 0.89 -0.27
C 0.64 -0.32 -0.02 -0.18
N -0.62 -0.22 -0.09 -0.45
H 3.33 1.16 -0.53 -0.07
H 2.51 1.48 -4.22 0.00
H -3.41 0.38 1.23 0.24
H -2.45 -0.02 2.69 0.24
H -1.90 1.24 1.51 0.34
H 1.61 1.98 -0.91 -0.04
H 1.72 -1.32 -1.39 0.30
H 0.77 0.04 -2.14 0.24
H -1.20 -1.36 1.70 0.30
H -2.25 -1.45 0.35 0.35
H 2.03 2.13 -4.07 0.01
H 1.34 -0.55 0.81 0.36
```

Q.
# C4H12BN

A cluster of 2 separate species, C4H12BN in total (ωB97M-V/def2-TZVPD, OMol25).

Results
HOMO-LUMO gap (alpha / beta) = 6.16 / 8.59 eV
multiplicity = 1
highest occupied orbital energy (alpha / beta) = -5.992 / -8.260 eV
lowest unoccupied orbital energy (alpha / beta) = 0.1728 / 0.3326 eV

Geometry as XYZ:
```
18
Properties=species:S:1:pos:R:3:mulliken_charge:R:1
B 1.72 0.06 -0.37 -0.09
C 2.26 1.34 -0.82 -0.78
C 1.57 -1.09 0.61 -0.52
C -2.27 0.56 0.56 -1.11
C -1.83 -0.81 0.13 -0.25
N -0.98 -0.85 -1.07 -0.53
H 1.58 2.00 -1.24 0.34
H 2.84 1.04 -1.67 0.30
H 2.73 1.84 -0.02 0.34
H 2.01 -0.94 1.70 0.29
H 1.79 -2.00 0.22 0.36
H 0.46 -1.24 0.85 0.03
H -2.82 0.62 1.40 0.43
H -1.43 1.20 0.74 0.24
H -2.78 0.86 -0.37 0.30
H -1.24 -1.39 0.91 0.18
H -2.68 -1.41 -0.11 0.30
H -0.92 0.19 -1.46 0.16
```

It turns out P is the most stable, with the second structure 0.0650 hartree higher.

P.
# C3H3Br2Cl

The molecule C3H3Br2Cl (ωB97M-V/def2-TZVPD, OMol25).

Results
HOMO-LUMO gap = 8.98 eV
multiplicity = 1
highest occupied orbital energy = -10.016 eV
lowest unoccupied orbital energy = -1.0340 eV
SMILES string = Cl[C@H]1CC1(Br)Br

Geometry as XYZ:
```
9
Properties=species:S:1:pos:R:3:mulliken_charge:R:1
C 0.65 0.03 0.72 -0.41
C 0.42 0.26 -0.78 -0.18
C -0.56 -0.46 0.07 0.09
Cl 0.42 1.88 -1.43 -0.13
Br -2.35 1.01 0.58 -0.22
Br -1.19 -2.08 -0.27 0.01
H 1.13 -0.90 0.97 0.23
H 0.54 0.66 1.58 0.26
H 0.95 -0.40 -1.44 0.34
```

Q.
# C3H3Br2Cl

A structure of composition C3H3Br2Cl (ωB97M-V/def2-TZVPD, OMol25).

Results
HOMO-LUMO gap (alpha / beta) = 7.98 / 6.56 eV
multiplicity = 1
highest occupied orbital energy (alpha / beta) = -8.471 / -7.793 eV
lowest unoccupied orbital energy (alpha / beta) = -0.4866 / -1.2353 eV

Geometry as XYZ:
```
9
Properties=species:S:1:pos:R:3:mulliken_charge:R:1
C -1.64 -1.22 -0.54 0.16
C -4.33 0.38 -0.49 -0.03
C -0.72 -0.14 -0.09 -0.79
Cl -3.41 -0.88 -0.47 0.13
Br -1.43 -2.86 0.30 -0.11
Br -3.50 2.08 -0.15 -0.14
H 0.25 -0.18 -0.60 0.29
H -1.16 0.89 -0.45 0.20
H -0.66 -0.12 1.03 0.29
```

It turns out P is the most stable, with the second structure 0.1803 hartree higher.

P.
# C8H13N3O

A cluster of 2 separate species, C8H13N3O in total (ωB97M-V/def2-TZVPD, OMol25).

Results
HOMO-LUMO gap (alpha / beta) = 8.20 / 6.23 eV
multiplicity = 1
highest occupied orbital energy (alpha / beta) = -8.126 / -7.211 eV
lowest unoccupied orbital energy (alpha / beta) = 0.0719 / -0.9815 eV

Geometry as XYZ:
```
25
Properties=species:S:1:pos:R:3:mulliken_charge:R:1
C 3.40 1.63 -0.20 -0.14
C 3.91 -0.27 0.60 0.03
C 2.19 -2.53 -0.39 -0.84
C 1.76 -1.36 -0.01 0.16
C -1.31 0.47 -1.19 -1.73
C -2.22 1.44 0.86 -1.59
C -0.91 -0.73 0.93 -0.75
C -1.04 0.61 0.30 1.29
N 4.33 0.98 0.56 -0.64
N 2.30 0.91 -0.44 -0.63
N 2.61 -0.29 0.05 0.45
O -1.35 -1.91 0.51 -0.45
H 3.52 2.66 -0.52 0.40
H 4.27 -1.24 0.93 0.34
H 3.21 -2.86 -0.58 0.30
H 1.47 -3.41 -0.54 0.18
H -1.66 1.46 -1.73 0.32
H -2.06 -0.18 -1.44 0.59
H -0.41 0.16 -1.89 0.30
H -1.86 1.83 1.85 0.34
H -2.43 2.16 0.19 0.49
H -2.93 0.65 0.91 0.38
H -0.64 -0.89 1.89 0.70
H -0.08 1.29 0.59 0.15
H -1.29 -1.95 -0.44 0.35
```

Q.
# C8H13N3O

The molecule C8H13N3O (ωB97M-V/def2-TZVPD, OMol25).

Results
HOMO-LUMO gap = 9.63 eV
multiplicity = 1
highest occupied orbital energy = -8.789 eV
lowest unoccupied orbital energy = 0.8389 eV
SMILES string = CCc1ncc(COC)c(N)n1

Geometry as XYZ:
```
25
Properties=species:S:1:pos:R:3:mulliken_charge:R:1
N -0.80 -0.67 1.56 -0.63
N -0.14 1.23 0.39 -0.64
O 1.45 -1.37 -2.58 -0.45
C -0.62 0.65 1.46 0.52
C -0.51 -1.42 0.48 -0.47
C 0.15 0.46 -0.66 0.55
C 0.04 -0.89 -0.67 0.69
N 0.61 1.12 -1.73 -0.41
C 2.65 -1.62 -1.82 -0.69
C 0.27 -1.78 -1.90 -0.79
C -2.41 2.15 2.33 -1.16
C -1.05 1.50 2.62 -0.58
H -0.72 -2.51 0.52 0.34
H 0.75 2.12 -1.53 0.26
H 1.22 0.61 -2.38 0.32
H 2.75 -1.02 -0.93 0.31
H 2.69 -2.68 -1.56 0.33
H 3.52 -1.40 -2.47 0.23
H -0.57 -1.68 -2.59 0.29
H 0.35 -2.84 -1.65 0.40
H -2.32 2.79 1.44 0.31
H -3.14 1.36 2.13 0.31
H -2.73 2.73 3.18 0.35
H -0.28 2.25 2.83 0.31
H -1.17 0.90 3.54 0.29
```

It turns out Q is the most stable, with the second structure 0.2433 hartree higher.

P.
# C5H8FNO

The molecule C5H8FNO (ωB97M-V/def2-TZVPD, OMol25).

Results
HOMO-LUMO gap = 9.96 eV
multiplicity = 1
highest occupied orbital energy = -9.035 eV
lowest unoccupied orbital energy = 0.9226 eV
SMILES string = N[C@@H]1[C@@H]2OCC[C@]12F

Geometry as XYZ:
```
16
Properties=species:S:1:pos:R:3:mulliken_charge:R:1
C -0.68 1.08 0.36 -0.39
C -0.18 -0.02 1.30 -0.34
C 1.29 -1.01 -0.17 -0.42
C -0.10 -1.16 -0.80 -0.67
C -1.00 -0.37 0.11 0.84
H 0.82 2.44 0.04 0.23
H -0.25 2.27 -1.23 0.22
H -1.54 1.62 0.80 0.28
H -0.56 -0.05 2.31 0.39
H 1.82 -1.96 -0.13 0.35
H 1.90 -0.31 -0.78 0.26
H -0.12 -0.81 -1.85 0.25
H -0.45 -2.20 -0.82 0.34
N 0.23 1.76 -0.49 -0.52
O 1.13 -0.49 1.15 -0.45
F -2.30 -0.79 0.20 -0.37
```

Q.
# C5H8FNO

The molecule C5H8FNO (ωB97M-V/def2-TZVPD, OMol25).

Results
HOMO-LUMO gap = 10.81 eV
multiplicity = 1
highest occupied orbital energy = -9.725 eV
lowest unoccupied orbital energy = 1.0825 eV
SMILES string = C=C[C@H](CF)ON=C

Geometry as XYZ:
```
16
Properties=species:S:1:pos:R:3:mulliken_charge:R:1
C 1.88 -0.09 -0.43 -0.53
C 0.76 0.30 0.53 0.39
C -1.56 -2.15 -0.07 -0.37
C 0.07 1.55 0.04 -0.33
C -1.27 1.70 -0.04 -0.69
H 2.53 0.79 -0.59 0.32
H 1.44 -0.40 -1.35 0.38
H 1.18 0.59 1.45 0.33
H -1.80 -2.36 0.97 0.31
H -2.17 -2.57 -0.87 0.27
H 0.74 2.38 -0.18 0.28
H -1.92 0.95 0.38 0.23
H -1.78 2.58 -0.40 0.27
N -0.65 -1.34 -0.36 -0.43
O -0.08 -0.82 0.78 -0.12
F 2.61 -1.12 0.14 -0.29
```

It turns out P is the most stable, with the second structure 0.0597 hartree higher.